Below is a single C7H8N2O molecule in a non-equilibrium geometry, with properties calculated with ωB97M-V with the def2-TZVPD basis set.

Last columns: bonded neighbours and bond lengths (Å).
Element x y z (Å)
1 O -2.12957 2.01355 0.31112  C4 1.170
2 N 0.71713 0.13026 -0.18564  N3 1.388, C7 1.402, C8 1.347
3 N -0.63614 0.03345 -0.47801  N2 1.388, C4 1.694, C9 1.466
4 C -1.98641 0.86938 0.11210  O1 1.170, N3 1.694, C10 1.477
5 C 2.82344 0.67925 -0.36975  C6 1.388, C8 1.372, H16 1.089
6 C 2.65450 0.07045 0.86651  C5 1.388, C7 1.349, H15 1.049
7 C 1.34519 -0.21503 1.01889  N2 1.402, C6 1.349, H13 1.140
8 C 1.61366 0.69607 -1.01675  N2 1.347, C5 1.372, H12 1.094
9 C -1.40958 -1.19029 -0.24876  N3 1.466, C10 1.529, H11 1.030, H14 1.091
10 C -2.70903 -0.40833 -0.05476  C4 1.477, C9 1.529, H17 1.044, H18 1.088
11 H -1.10001 -1.51589 0.67861  C9 1.030
12 H 1.25844 1.29039 -1.86354  C8 1.094
13 H 0.61787 -0.46485 1.86068  C7 1.140
14 H -1.56153 -1.93471 -1.03204  C9 1.091
15 H 3.38868 -0.24418 1.54605  C6 1.049
16 H 3.64212 1.25583 -0.79879  C5 1.089
17 H -3.10873 -0.24997 -1.00659  C10 1.044
18 H -3.42002 -0.81538 0.66067  C10 1.088

Output
Relative energy (zero: lowest compared OMol25 entry of this formula, charge and spin)   3.270 eV
Structure (SMILES)   O=C1CCN1n1cccc1
DFT total energy   -456.1741 a.u.
LUMO   0.7 eV
Orbital gap   9.00 eV

Now the Löwdin charges, all in e:
1. O 0.167
2. N -0.131
3. N 0.002
4. C -0.279
5. C -0.115
6. C -0.124
7. C -0.074
8. C -0.093
9. C -0.158
10. C -0.075
11. H 0.076
12. H 0.125
13. H 0.140
14. H 0.121
15. H 0.082
16. H 0.099
17. H 0.107
18. H 0.131